The molecule C4H6OS at a distorted geometry. Source: the OMol25 dataset; level of theory: ωB97M-V/def2-TZVPD.

Each atom is followed by the atoms it is bonded to, with distances in Å.
Positions of all 12 atoms, in Å:
1 C -0.49504 1.41031 -0.69274  C2 1.295, C3 1.575, H7 1.141
2 C -0.72264 1.73024 0.54156  C1 1.295, H8 1.080
3 C -0.07686 -0.00207 -1.25130  C1 1.575, O5 1.408, H9 1.077, H10 1.106
4 C -0.23644 -1.04409 0.82621  O5 1.274, S6 1.819, H11 1.050
5 O -0.56126 -1.01804 -0.40553  C3 1.408, C4 1.274
6 S 1.42526 -1.26496 1.53187  C4 1.819, H12 1.276
7 H -0.67839 2.17856 -1.51670  C1 1.141
8 H -0.58182 1.12682 1.42632  C2 1.080
9 H -0.51169 0.02418 -2.23628  C3 1.077
10 H 1.01449 -0.09134 -1.40589  C3 1.106
11 H -0.91475 -1.13911 1.62250  C4 1.050
12 H 1.17623 -0.63012 2.61086  S6 1.276

## Properties
- DFT total energy: -17122.0905 eV
- Kohn-Sham gap (spin up / spin down): 9.46 / 6.85 eV
- HOMO (spin up / spin down): -8.9 / -7.2 eV
- Multiplicity: 1
- LUMO energy (spin up / spin down): 0.590 / -0.385 eV
- Relative energy (zero: lowest compared OMol25 entry of this formula, charge and spin): 6.039 eV

A cluster of 6 separate species, C25H41N5O8 in total at a distorted geometry. Source: the OMol25 dataset; level of theory: ωB97M-V/def2-TZVPD.

Each atom is followed by the atoms it is bonded to, with distances in Å.
Positions of all 79 atoms, in Å:
1 O -1.44849 -0.04719 2.12840  C2 1.208
2 C -1.03121 -1.17954 2.06781  O1 1.208, C3 1.569, C13 1.568
3 C -1.85391 -2.36578 1.45197  C2 1.569, C4 1.362, H14 1.120
4 C -1.21891 -3.30189 0.69379  C3 1.362, C5 1.569, H15 1.138
5 C 0.32968 -3.16789 0.48057  C4 1.569, O6 1.211, C7 1.567
6 O 0.87927 -3.44306 -0.56340  C5 1.211
7 C 1.09659 -2.60516 1.72617  C5 1.567, C8 1.458, C13 1.484
8 C 2.43082 -3.07761 2.07509  C7 1.458, C9 1.481, H16 1.114
9 C 3.07524 -2.53257 3.29205  C8 1.481, O10 1.411, C11 1.467
10 O 4.35154 -3.01108 3.65651  C9 1.411, H17 0.975
11 C 2.36642 -1.54245 4.11029  C9 1.467, C12 1.479, H18 1.118
12 C 1.02332 -1.03963 3.74748  C11 1.479, C13 1.453, H19 1.115
13 C 0.40310 -1.58603 2.55253  C2 1.568, C7 1.484, C12 1.453
14 H -2.95272 -2.45449 1.65100  C3 1.120
15 H -1.80388 -4.17916 0.26511  C4 1.138
16 H 2.93493 -3.84901 1.44849  C8 1.114
17 H 4.16627 -3.80412 4.19208  O10 0.975
18 H 2.82386 -1.14228 5.04891  C11 1.118
19 H 0.48177 -0.29869 4.38062  C12 1.115
20 C 0.03617 2.47719 3.89946  C21 1.503, H25 1.089, H26 1.091, H27 1.092
21 C 1.23145 2.85198 4.73056  C20 1.503, O22 1.226, N23 1.359
22 O 1.37646 2.46377 5.88445  C21 1.226
23 N 2.17010 3.65086 4.15703  C21 1.359, C24 1.449, H28 1.009
24 C 2.17372 4.20475 2.81825  N23 1.449, H29 1.092, H30 1.092, H31 1.087
25 H -0.62575 1.83906 4.48347  C20 1.089
26 H -0.51444 3.37290 3.60845  C20 1.091
27 H 0.35547 1.92560 3.01312  C20 1.092
28 H 2.94472 3.86333 4.76755  N23 1.009
29 H 3.06978 3.85511 2.30072  C24 1.092
30 H 2.20798 5.29382 2.89328  C24 1.092
31 H 1.29342 3.91096 2.25255  C24 1.087
32 C -3.37758 3.07255 1.21144  C33 1.506, H37 1.088, H38 1.091, H39 1.092
33 C -2.84288 4.13867 2.13107  C32 1.506, O34 1.223, N35 1.360
34 O -1.64510 4.35510 2.24762  C33 1.223
35 N -3.74058 4.87025 2.84468  C33 1.360, C36 1.449, H40 1.009
36 C -5.18535 4.76423 2.84380  N35 1.449, H41 1.092, H42 1.092, H43 1.086
37 H -2.54685 2.57608 0.71413  C32 1.088
38 H -3.93340 2.32743 1.78322  C32 1.091
39 H -4.02038 3.52045 0.45085  C32 1.092
40 H -3.31094 5.56421 3.43835  N35 1.009
41 H -5.60376 5.72494 2.53669  C36 1.092
42 H -5.51761 4.54019 3.85938  C36 1.092
43 H -5.53736 3.98745 2.17100  C36 1.086
44 C 1.75404 -0.77834 -1.80004  C45 1.507, H49 1.089, H50 1.092, H51 1.092
45 C 2.39307 0.31370 -0.98124  C44 1.507, O46 1.223, N47 1.361
46 O 2.43371 0.27221 0.24040  C45 1.223
47 N 2.93561 1.37029 -1.64647  C45 1.361, C48 1.451, H52 1.009
48 C 2.98666 1.59971 -3.07781  N47 1.451, H53 1.089, H54 1.093, H55 1.086
49 H 1.36807 -1.54907 -1.13422  C44 1.089
50 H 0.92315 -0.37290 -2.38170  C44 1.092
51 H 2.49276 -1.23208 -2.46353  C44 1.092
52 H 3.34469 2.06110 -1.03536  N47 1.009
53 H 4.03004 1.68840 -3.37740  C48 1.089
54 H 2.47236 2.54026 -3.29288  C48 1.093
55 H 2.51873 0.79655 -3.63974  C48 1.086
56 C 4.17480 1.82760 -8.14122  C57 1.507, H61 1.088, H62 1.092, H63 1.092
57 C 3.89114 2.35169 -6.75718  C56 1.507, O58 1.222, N59 1.361
58 O 4.50686 1.96338 -5.77605  C57 1.222
59 N 2.91207 3.28758 -6.62260  C57 1.361, C60 1.449, H64 1.009
60 C 2.07855 3.86848 -7.65589  N59 1.449, H65 1.092, H66 1.092, H67 1.086
61 H 4.97532 1.09247 -8.09044  C56 1.088
62 H 3.28542 1.34416 -8.54969  C56 1.092
63 H 4.49329 2.64259 -8.79375  C56 1.092
64 H 2.77706 3.59239 -5.67004  N59 1.009
65 H 2.23318 4.94928 -7.65989  C60 1.092
66 H 1.03379 3.65985 -7.41731  C60 1.092
67 H 2.30918 3.46901 -8.63938  C60 1.086
68 C -4.29030 -6.77416 1.40474  C69 1.506, H73 1.088, H74 1.091, H75 1.091
69 C -4.05094 -6.08378 0.08753  C68 1.506, O70 1.225, N71 1.357
70 O -3.65274 -4.92739 0.02084  C69 1.225
71 N -4.29143 -6.78656 -1.04864  C69 1.357, C72 1.449, H76 1.010
72 C -4.76120 -8.15163 -1.17624  N71 1.449, H77 1.092, H78 1.092, H79 1.086
73 H -4.05583 -6.08997 2.21785  C68 1.088
74 H -5.33803 -7.06784 1.49002  C68 1.091
75 H -3.64551 -7.65042 1.49221  C68 1.091
76 H -4.10943 -6.26123 -1.89125  N71 1.010
77 H -4.01742 -8.72359 -1.73412  C72 1.092
78 H -5.69809 -8.14506 -1.73640  C72 1.092
79 H -4.92365 -8.61993 -0.20969  C72 1.086

## Properties
- SMILES string: O=C1C=CC(=O)c2cc(O)ccc21.CNC(C)=O.CNC(C)=O.CNC(C)=O.CNC(C)=O.CNC(C)=O
- DFT total energy: -50419.9962 eV
- Kohn-Sham gap: 8.51 eV
- HOMO: -8.6 eV
- Multiplicity: 1
- LUMO energy: -0.098 eV

Which formula does entry 1 have?
C4H6OS